Formula: C7H12O3
Source: the OMol25 dataset
Level of theory: ωB97M-V/def2-TZVPD

```
22
Properties=species:S:1:pos:R:3:forces:R:3
H -1.133129 -2.666859 -1.003296 0.08 0.28 -0.01
H -0.065036 -1.348649 -1.553716 -0.15 -0.09 0.16
C 0.422599 -1.774693 1.129118 0.88 -0.35 0.50
H 2.217716 -2.804790 2.094546 -0.34 0.30 -0.08
H 0.077420 0.208323 2.485024 0.06 -0.11 -0.06
O 1.636355 0.526921 -0.531144 -2.81 0.48 0.09
C -0.240087 1.945744 -1.281962 0.52 -4.40 -0.11
C -0.948329 -1.586539 -0.949123 0.06 0.03 -0.23
H -0.972169 2.696241 -0.951814 -0.28 -0.76 -0.47
O -0.684335 0.664011 2.108075 -0.12 0.19 -0.06
H 0.634994 1.944698 0.609945 -0.01 -0.39 0.23
H 2.152471 0.325911 0.253620 -0.21 -0.03 0.24
C 0.277914 1.164094 -0.086628 3.27 2.01 2.07
C -0.769756 0.374581 0.727030 0.40 -0.62 -0.54
H -0.515523 0.874327 -1.725750 -1.09 2.71 -0.97
H 1.725611 2.220515 -1.611102 -3.62 0.74 -1.39
C -0.759838 -1.157816 0.508752 -0.33 -0.07 0.16
H -1.628820 -1.525465 1.078088 0.21 0.09 -0.08
O 0.768681 2.524931 -2.017162 3.70 -0.05 0.97
H -1.809869 -1.062898 -1.385676 0.15 -0.17 0.12
H -1.763010 0.734791 0.420881 0.25 -0.01 -0.02
C 1.376144 -2.277374 1.682294 -0.60 0.18 -0.51
```
Forces are in eV/Å.

## Properties
- E_tot: -13592.3054 eV
- SMILES: C#C[C@H](C)[C@@H](O)[C@@H](O)CO
- HOMO level: -9.7 eV
- Energy above the lowest of the compared OMol25 structures with the same formula, charge and spin: 86.91 kcal per mole
- Gap between HOMO and LUMO: 10.34 eV
- LUMO energy: 0.6 eV

***

Formula: C7H12O3
Source: the OMol25 dataset
Level of theory: ωB97M-V/def2-TZVPD

```
22
Properties=species:S:1:pos:R:3:forces:R:3
O -0.487020 0.155121 -0.822830 0.38 -0.01 -0.32
H -0.669870 1.779597 0.434384 0.18 0.02 -0.06
H 0.194163 -3.059823 2.710057 0.03 0.00 0.01
C 1.174310 0.779993 0.823847 -2.42 -4.29 -1.01
C -1.845847 0.080936 -1.202950 -0.34 0.04 0.29
C -0.285796 0.742878 0.425931 -0.18 -0.46 0.15
H -1.445114 0.158825 -3.323699 -0.10 -0.17 0.18
O 1.643046 -0.337884 1.951648 1.05 0.36 -2.24
H 0.582906 -1.862377 1.835668 -0.06 -0.25 0.05
C -1.945682 -0.494606 -2.597211 0.02 -0.09 -0.18
C 1.473058 0.957532 2.260864 -1.20 5.94 -0.53
H 3.866869 0.505991 -1.746537 -0.31 0.03 0.30
C 3.090946 0.612585 -1.010599 -0.78 0.31 0.48
H -1.485009 -1.490666 -2.642065 -0.11 0.28 0.04
O 0.082487 -2.694168 1.828825 -0.08 0.12 -0.06
H -2.299943 1.088511 -1.167485 0.10 -0.18 -0.01
H 0.654103 1.201317 2.951316 0.02 -0.18 -0.47
H 1.768531 2.051876 1.673929 2.48 -1.82 3.35
H -3.001407 -0.587974 -2.884835 0.25 0.02 0.06
H -0.865644 0.201737 1.194853 0.34 0.08 0.04
C 2.190344 0.761865 -0.216605 0.62 0.10 0.10
H -2.389425 -0.551258 -0.476500 0.10 0.13 -0.18
```
Forces are in eV/Å.

## Properties
- E_tot: -13588.9201 eV
- SMILES: C#C[C@]1(COCC)CO1.O
- HOMO level: -9.0 eV
- Energy above the lowest of the compared OMol25 structures with the same formula, charge and spin: 164.98 kcal per mole
- Gap between HOMO and LUMO: 9.47 eV
- LUMO energy: 0.4 eV

***

Formula: C7H12O3
Source: the OMol25 dataset
Level of theory: ωB97M-V/def2-TZVPD

```
22
Properties=species:S:1:pos:R:3:forces:R:3
H -0.335950 2.612287 2.037672 -0.16 0.29 -0.46
C 2.184943 0.496026 0.249250 -0.29 -0.53 -0.29
H -1.978827 -0.411420 0.536942 0.45 0.34 0.10
H 1.243204 -2.503403 0.314941 -0.10 0.14 -0.14
H -1.182452 1.260003 -2.507779 -0.23 -0.11 0.35
C -1.265327 -1.218894 0.366781 -0.53 0.37 0.09
H -1.826676 2.080952 1.137235 -0.01 0.30 0.29
O 0.407363 2.611095 -0.455829 -1.12 -1.86 0.11
H -1.074866 -1.707040 1.328378 -0.01 -0.03 -0.19
C 0.025185 1.625355 0.172286 3.01 1.60 2.01
O -1.558921 0.529146 -1.984300 0.42 -0.32 0.80
H 1.661318 -1.906236 -1.305158 -0.06 0.11 0.13
H 2.611481 1.481544 0.413662 -0.33 -0.06 -0.03
C 0.862352 0.302689 0.198106 -0.41 2.04 -0.97
C 0.833203 -2.097094 -0.618368 0.03 0.17 -0.45
C 0.047037 -0.831027 -0.299175 -1.14 0.28 -1.78
H -1.851554 -1.873739 -0.287423 0.54 -0.25 0.06
H 0.199632 -2.859472 -1.082452 -0.01 0.22 0.16
H -0.823256 0.963803 2.075677 -0.09 -0.17 -0.29
O -0.292481 -0.127830 -1.716824 1.00 -1.74 0.12
H 2.916709 -0.265157 0.002397 -0.17 -0.30 0.43
C -0.802115 1.838412 1.423981 -0.80 -0.48 -0.05
```
Forces are in eV/Å.

## Properties
- E_tot: -13591.2718 eV
- SMILES: C=C(C(C)=O)C(C)(C)OO
- HOMO level: -9.3 eV
- Energy above the lowest of the compared OMol25 structures with the same formula, charge and spin: 110.75 kcal per mole
- Gap between HOMO and LUMO: 9.95 eV
- LUMO energy: 0.7 eV

***

Formula: C7H12O3
Source: the OMol25 dataset
Level of theory: ωB97M-V/def2-TZVPD

```
22
Properties=species:S:1:pos:R:3:forces:R:3
H 0.411705 0.380131 2.413620 0.06 0.06 0.12
H 1.273151 1.859185 -0.565815 0.62 -0.45 0.51
C -1.225699 2.098485 0.010357 0.19 -0.29 0.26
O 1.367064 -0.901742 0.479682 -2.31 0.12 0.96
C -0.045327 -1.016942 0.852912 2.51 -2.82 0.33
C -0.704722 0.953011 -0.810913 0.62 0.41 -1.76
C 0.837377 0.984461 -1.082461 -2.02 1.30 -1.32
H -2.555209 0.323618 -1.637610 -0.14 0.14 0.02
H 2.430239 -1.413857 -1.190808 -0.01 0.05 0.11
C -1.478361 0.259754 -1.653666 0.54 -0.11 0.82
H -1.189954 3.027279 -0.560753 0.01 0.03 -0.02
O -0.779606 -1.780707 0.293813 0.34 0.80 0.28
C 1.894790 -1.909316 -0.378384 -0.05 0.25 -0.72
H -1.044219 -0.500062 -2.286015 0.10 0.05 -0.18
H -2.255132 1.918460 0.312441 -0.03 0.05 0.05
H 1.105936 -2.501862 -0.844133 0.02 -0.06 0.28
H 0.085312 -1.273699 2.951600 0.06 -0.09 -0.17
C -0.214258 -0.491866 2.255134 -0.33 0.87 -0.66
H -1.259307 -0.243652 2.423163 -0.02 -0.01 0.06
O 1.356346 0.504564 -2.060116 0.07 -0.33 0.72
H 2.601304 -2.521826 0.179835 -0.17 -0.07 0.13
H -0.611431 2.246584 0.898117 -0.06 0.07 0.16
```
Forces are in eV/Å.

## Properties
- E_tot: -13594.1596 eV
- SMILES: C=C(C)C=O.COC(C)=O
- HOMO level: -9.5 eV
- Energy above the lowest of the compared OMol25 structures with the same formula, charge and spin: 44.15 kcal per mole
- Gap between HOMO and LUMO: 9.81 eV
- LUMO energy: 0.3 eV

***

Formula: C7H12O5
Source: the OMol25 dataset
Level of theory: ωB97M-V/def2-TZVPD

```
24
Properties=species:S:1:pos:R:3:forces:R:3
H 6.212005 -3.348493 2.196412 -0.63 -0.51 -1.32
H 7.535796 -2.530238 1.957092 0.82 0.31 1.04
H 7.485343 0.013100 1.550139 -0.06 -0.17 -0.17
C 7.197998 -3.889293 2.125661 1.19 0.19 -2.12
C 5.265438 -2.749718 -0.936658 0.14 -0.98 0.46
H 7.250221 -3.038847 -0.288381 -0.32 0.44 0.18
O 6.589192 -1.034634 0.043289 -0.87 -0.02 -0.27
H 6.071765 -5.596899 2.692928 0.40 0.02 -0.13
H 4.497143 -2.360297 -0.229113 0.08 0.20 -0.27
O 6.324534 -8.930649 3.660036 0.32 0.00 0.01
O 5.021512 -3.697362 -1.650977 -0.13 0.58 -0.10
C 7.009198 -8.018409 3.260773 -0.74 0.21 -0.28
C 6.892278 -4.988420 3.124577 0.22 0.29 1.26
C 7.622714 -0.876352 0.931485 0.76 -1.10 0.96
C 6.643646 -2.203807 -0.743189 0.47 0.04 -0.42
O 7.897561 -4.334919 1.066677 -1.81 0.48 1.01
H 8.613318 -0.970160 0.467591 -0.08 0.03 0.17
H 7.109873 -1.971115 -1.717031 -0.17 -0.13 0.07
H 7.155740 -7.849201 2.167961 0.21 -0.05 0.27
C 7.633385 -6.976471 4.165051 0.12 0.13 0.12
H 6.946668 -6.771315 5.007327 0.09 -0.15 -0.15
H 8.548208 -7.434121 4.577798 -0.17 0.17 -0.04
O 8.002897 -5.816827 3.486788 0.15 0.00 -0.21
H 6.480196 -4.567871 4.061874 -0.01 0.06 -0.08
```
Forces are in eV/Å.

## Properties
- Spin multiplicity: 2
- E_tot: -17685.2683 eV
- HOMO level (spin up / spin down): -2.5 / -3.0 eV
- Gap between HOMO and LUMO (spin up / spin down): 5.90 / 6.44 eV
- ⟨S²⟩: 0.781
- LUMO energy (spin up / spin down): 3.4 / 3.4 eV
- Total charge: -1

***

Formula: C7H12OSi
Source: the OMol25 dataset
Level of theory: ωB97M-V/def2-TZVPD

```
21
Properties=species:S:1:pos:R:3:forces:R:3
H -1.101992 2.138224 0.846369 0.28 0.06 0.08
H 1.831616 2.214502 1.367545 0.17 -1.37 -0.45
C 1.822325 1.586557 -0.743895 -0.23 -2.42 0.98
C -1.101425 -1.267410 -1.564911 -0.50 3.70 -0.30
C 1.298885 0.237951 -0.164458 -1.38 -0.13 -0.78
H -1.732019 2.023685 -0.819545 -0.06 -0.25 0.46
H 3.033044 -0.653738 0.388999 3.09 0.18 1.25
H -2.507136 1.141533 0.572100 -0.24 0.19 -0.24
C -0.883811 -1.104170 1.600524 -1.04 -1.57 -0.95
H 2.166784 2.042173 -1.573771 0.54 1.38 -2.64
C 1.819069 1.498211 0.512726 -0.54 1.64 2.28
H -0.182509 -0.604036 2.229983 0.90 -0.22 0.83
H -1.855196 -0.782306 2.030087 0.28 -0.20 -0.57
H -2.160339 -1.288810 -1.677264 -1.26 1.01 -0.12
O 2.016884 -2.056167 -0.550533 -0.41 0.00 -0.30
H -1.015097 -2.252954 -1.503513 1.68 -4.36 0.45
H -0.663778 -0.869768 -2.471861 0.07 -0.14 -0.33
C 2.204331 -0.936588 -0.154799 -1.42 0.24 -0.26
H -0.877265 -2.281006 1.667230 0.43 2.43 -0.11
C -1.570578 1.476300 0.126506 0.83 -1.71 -0.84
Si -0.541797 -0.262184 -0.117525 -1.21 1.52 1.56
```
Forces are in eV/Å.

## Properties
- E_tot: -17375.3313 eV
- SMILES: C[Si](C)(C)C1(C=O)C=C1
- HOMO level: -9.1 eV
- Energy above the lowest of the compared OMol25 structures with the same formula, charge and spin: 85.92 kcal per mole
- Gap between HOMO and LUMO: 9.95 eV
- LUMO energy: 0.9 eV

***

Formula: C7H12S
Source: the OMol25 dataset
Level of theory: ωB97M-V/def2-TZVPD

```
20
Properties=species:S:1:pos:R:3:forces:R:3
C 1.035791 -0.407883 -0.070240 -0.90 1.58 1.33
C -0.000074 0.772701 0.422111 -0.52 2.16 -1.07
H 0.684631 -0.456953 2.042499 0.37 -1.11 -0.35
H 0.462880 -0.391210 -2.145474 -1.57 -0.46 1.86
H -0.984812 2.700365 0.325552 -0.25 -1.99 -1.66
C -0.919917 -0.408019 0.747120 3.28 1.64 0.71
H 0.247524 2.346410 -0.827930 -0.86 -0.06 -0.68
C 0.410845 -1.046762 1.131785 -0.90 -0.77 3.92
C -1.183112 -1.124954 -0.502411 2.38 -1.40 -0.76
H 0.464023 1.593453 1.156404 -0.55 -3.04 -0.31
H -1.524995 1.625182 -1.394306 2.76 0.39 3.30
C 0.235467 -1.034049 -1.167592 2.46 1.03 -3.96
H 0.766894 -1.904388 -1.628598 -0.97 -0.35 1.22
H -1.253445 -2.163125 -0.196155 -0.90 -0.36 -0.50
H -1.870227 -0.782140 -1.191856 -1.96 0.50 -1.03
C -0.655632 1.830107 -0.413419 -0.78 2.87 -2.54
H 0.165589 -2.085812 1.399063 1.44 -0.34 -0.49
S 2.806054 -0.053881 -0.149619 -0.84 2.85 2.19
H -1.584306 -0.253163 1.515603 -2.03 -0.02 1.39
H 2.696821 1.244113 0.947466 0.35 -3.12 -2.58
```
Forces are in eV/Å.

## Properties
- E_tot: -18283.8103 eV
- HOMO level: -9.0 eV
- Energy above the lowest of the compared OMol25 structures with the same formula, charge and spin: 125.03 kcal per mole
- Gap between HOMO and LUMO: 9.24 eV
- LUMO energy: 0.2 eV

***

Formula: C7H12S
Source: the OMol25 dataset
Level of theory: ωB97M-V/def2-TZVPD

```
20
Properties=species:S:1:pos:R:3:forces:R:3
H 1.903669 1.454573 2.492649 0.26 -0.11 -1.07
C -1.727241 1.221491 0.103810 -0.55 2.57 -0.59
C 0.744625 -3.355163 -1.419431 0.71 1.06 -0.13
H 1.502605 -2.960708 -0.786581 0.45 -0.19 0.41
H 1.122044 3.592271 2.565108 0.75 1.06 2.09
C -0.714733 -3.343758 -1.616856 0.30 0.02 -1.25
H 0.577738 -4.015256 -3.625518 0.05 0.40 0.57
C 0.861982 3.095978 1.700495 -1.35 -0.35 -0.65
S 0.942893 0.717034 0.430858 0.16 0.72 0.91
H 0.863034 3.846372 0.955770 0.24 0.72 -1.37
H 0.627963 1.621424 -0.514785 0.20 -0.23 -0.29
H -0.175698 2.824693 1.825389 -0.77 0.00 0.21
H -1.203629 -2.464911 -1.930259 -0.86 1.29 0.47
C 0.389445 -3.642875 -2.616837 -0.14 -1.62 -0.37
C -0.887881 0.422206 0.674163 2.74 0.71 -0.46
H -1.304933 2.124484 -0.446171 -1.08 -1.39 0.16
C 1.711544 1.923336 1.492505 0.01 -2.18 0.22
H -2.765974 1.179753 0.409674 -0.14 0.22 -0.44
H -1.340467 -4.077557 -1.183410 -0.50 -0.93 0.32
H -1.126987 -0.163389 1.489428 -0.48 -1.77 1.27
```
Forces are in eV/Å.

## Properties
- E_tot: -18281.4022 eV
- HOMO level: -7.3 eV
- Energy above the lowest of the compared OMol25 structures with the same formula, charge and spin: 180.57 kcal per mole
- Gap between HOMO and LUMO: 8.17 eV
- LUMO energy: 0.9 eV

***

Question: Look up the E_tot of the second one.
Answer: -13588.9201 eV

***

Question: E_tot of number 1 (C7H12O3)?
Answer: -13592.3054 eV

***

Question: The highest E_tot belongs to which entry?
Answer: number 2

***

Question: The lowest E_tot belongs to which entry?
Answer: number 7